## 1
Entry from the OMol25 dataset: a structure of composition C23H31N2O4ReS (ωB97M-V/def2-TZVPD).

Its HOMO energy (spin up / spin down) is -0.387 / -0.401 Eh. The spin multiplicity is 2. Its total charge is +1.

XYZ file:
```
62
C23H31N2O4ReS ωB97M-V/def2-TZVPD
Re 1.59 -0.96 1.14
C -1.23 -5.15 2.71
C -1.07 -4.00 1.71
C -2.38 -3.74 0.98
C -0.52 -2.77 2.42
C -1.21 -1.56 2.50
C -0.69 -0.46 3.17
C 0.55 -0.51 3.82
C 1.11 0.65 4.59
C 1.22 -1.74 3.77
C 0.71 -2.84 3.08
H -1.70 -6.01 2.22
H -1.87 -4.86 3.55
H -0.28 -5.49 3.11
H -0.33 -4.29 0.97
H -3.19 -3.47 1.67
H -2.69 -4.64 0.45
H -2.28 -2.94 0.24
H -2.18 -1.47 2.02
H -1.26 0.46 3.21
H 1.83 1.21 3.99
H 1.63 0.30 5.48
H 0.32 1.33 4.90
H 2.16 -1.85 4.30
H 1.27 -3.77 3.09
O 3.20 -1.39 1.17
C 3.34 3.09 -0.44
N 1.93 2.86 -0.75
C 1.20 4.02 -1.28
C -0.07 3.55 -1.96
C -0.86 2.72 -0.98
N -0.03 1.62 -0.48
C -0.80 0.55 0.13
C 1.29 1.78 -0.26
O 2.02 0.94 0.36
H 3.81 3.56 -1.30
H 3.83 2.15 -0.23
H 3.44 3.75 0.43
H 1.86 4.53 -1.98
H 0.97 4.71 -0.46
H 0.18 2.94 -2.83
H -0.65 4.41 -2.30
H -1.73 2.28 -1.46
H -1.21 3.34 -0.14
H -1.60 0.22 -0.52
H -1.22 0.90 1.07
H -0.20 -0.35 0.25
O -2.47 1.21 -5.91
C -1.54 1.82 -5.14
O -1.30 2.98 -5.27
C -0.86 0.95 -4.12
C 0.52 1.08 -3.97
C 1.19 0.30 -3.05
C 0.49 -0.61 -2.26
S 1.41 -1.63 -1.13
C -0.89 -0.73 -2.40
C -1.56 0.05 -3.33
H -2.44 0.25 -5.78
H 1.05 1.80 -4.58
H 2.26 0.38 -2.94
H -1.43 -1.44 -1.79
H -2.64 -0.04 -3.42
```



## 2
Entry from the OMol25 dataset: a structure of composition C23H31N2O4ReS (ωB97M-V/def2-TZVPD).

Its HOMO energy (spin up / spin down) is -0.411 / -0.409 Eh. The spin multiplicity is 2. Its total charge is +1.

XYZ file:
```
62
C23H31N2O4ReS ωB97M-V/def2-TZVPD
Re 0.59 -0.43 -0.51
C 1.99 3.86 -0.84
C 1.87 2.79 0.25
C 3.12 1.91 0.30
C 0.60 1.97 0.12
C 0.06 1.31 1.24
C -1.14 0.61 1.17
C -1.88 0.52 -0.02
C -3.24 -0.11 -0.10
C -1.37 1.18 -1.13
C -0.17 1.90 -1.07
H 2.89 4.45 -0.67
H 1.14 4.53 -0.85
H 2.10 3.40 -1.83
H 1.78 3.30 1.21
H 3.27 1.39 -0.65
H 3.06 1.17 1.09
H 4.00 2.54 0.48
H 0.60 1.35 2.17
H -1.51 0.15 2.08
H -3.98 0.65 0.15
H -3.37 -0.93 0.60
H -3.44 -0.46 -1.11
H -1.91 1.13 -2.06
H 0.19 2.40 -1.95
O 1.68 -1.66 -0.76
C 2.59 -1.22 3.87
N 1.59 -2.22 3.54
C 1.32 -3.23 4.56
C 0.68 -4.44 3.92
C -0.53 -3.99 3.14
N -0.15 -2.97 2.17
C -1.21 -2.62 1.24
C 0.82 -2.04 2.44
O 1.08 -1.08 1.68
H 3.46 -1.72 4.30
H 2.21 -0.51 4.61
H 2.90 -0.69 2.98
H 0.68 -2.81 5.34
H 2.27 -3.49 5.01
H 0.39 -5.16 4.69
H 1.39 -4.93 3.25
H -1.30 -3.59 3.83
H -0.98 -4.81 2.59
H -1.72 -3.52 0.91
H -0.82 -2.11 0.35
H -1.95 -1.97 1.70
O -4.36 0.86 -6.87
C -3.70 1.75 -6.10
O -4.07 2.89 -6.03
C -2.51 1.24 -5.35
C -1.44 2.11 -5.16
C -0.34 1.71 -4.41
C -0.32 0.45 -3.82
S 1.07 -0.09 -2.86
C -1.38 -0.43 -4.03
C -2.46 -0.04 -4.80
H -3.87 0.03 -6.93
H -1.49 3.10 -5.59
H 0.50 2.38 -4.29
H -1.34 -1.42 -3.59
H -3.29 -0.72 -4.94
```



Each structure's energy above the most stable one, in eV: 1 1.078; 2 0.000.



## 1
Entry from the OMol25 dataset: a cluster of 2 separate species, H3O3PS in total (ωB97M-V/def2-TZVPD).

The SMILES is O=PO.OS. Its HOMO energy is -0.339 Eh. Its total charge is 0.

XYZ file:
```
8
H3O3PS ωB97M-V/def2-TZVPD
O 1.62 -1.15 0.23
P 2.54 -0.11 -0.12
O 1.75 1.03 -0.83
H 0.79 0.71 -0.98
O -0.87 0.37 0.73
S -2.13 0.32 -0.40
H -0.87 -0.48 1.16
H -2.84 -0.69 0.21
```



## 2
Entry from the OMol25 dataset: a cluster of 2 separate species, H3O3PS in total (ωB97M-V/def2-TZVPD).

Its HOMO energy (spin up / spin down) is -0.353 / -0.354 Eh. Its total charge is 0.

XYZ file:
```
8
H3O3PS ωB97M-V/def2-TZVPD
O -0.61 1.42 0.67
O 0.26 -0.58 1.79
O 0.56 -0.33 -0.60
P -0.63 -0.24 0.53
S 0.40 -1.88 -2.82
H -1.03 1.83 -0.02
H 0.77 0.24 1.97
H 0.27 -0.46 -1.53
```



Each structure's energy above the most stable one, in eV: 1 0.000; 2 1.337.